C29H25ClPRuSe | the ωB97M-V functional and the def2-TZVPD basis

The geometry in XYZ format:
```
58
C29H25ClPRuSe (the ωB97M-V functional and the def2-TZVPD basis)
C 2.54 -0.97 -0.15
C 1.84 0.22 -0.58
C 1.60 1.03 0.56
H 1.56 0.47 -1.61
C 2.07 0.35 1.72
C 2.77 -0.83 1.28
H 3.40 -1.47 1.89
H 2.93 -1.76 -0.79
H 1.20 2.05 0.53
H 1.98 0.70 2.74
Ru 0.73 -1.52 0.86
Cl -0.89 -0.72 2.23
P -2.01 2.07 -1.30
C -1.58 3.55 -0.40
C -1.40 4.80 -1.03
H -1.49 4.89 -2.11
C -1.14 5.93 -0.25
H -1.02 6.91 -0.72
C -1.03 5.80 1.14
H -0.84 6.69 1.76
C -1.13 4.55 1.76
H -1.01 4.45 2.84
C -1.38 3.42 1.00
H -1.43 2.42 1.44
C -1.41 2.04 -2.98
C -0.10 2.52 -3.25
H 0.51 2.90 -2.43
C 0.38 2.52 -4.56
H 1.38 2.92 -4.76
C -0.42 2.02 -5.60
H -0.05 2.05 -6.62
C -1.67 1.45 -5.32
H -2.26 1.01 -6.13
C -2.16 1.44 -4.02
H -3.14 1.00 -3.80
C -3.72 1.61 -1.09
C -4.75 2.57 -1.03
H -4.52 3.64 -1.08
C -6.08 2.14 -0.91
H -6.89 2.87 -0.89
C -6.37 0.77 -0.83
H -7.40 0.44 -0.75
C -5.33 -0.18 -0.80
H -5.56 -1.24 -0.69
C -4.01 0.24 -0.90
H -3.18 -0.47 -0.83
Se -0.52 -2.18 -1.11
C 0.41 -3.39 0.07
C 1.52 -4.16 -0.38
C 2.16 -4.99 0.51
C 1.69 -5.11 1.84
C 0.53 -4.47 2.24
C -0.21 -3.69 1.34
H 1.81 -4.06 -1.42
H 3.05 -5.55 0.20
H 2.25 -5.74 2.53
H 0.17 -4.58 3.26
H -1.26 -3.47 1.49
```

As for the total charge: +1. The value obtained for the HOMO energy (alpha / beta) is -9.0 / -10.6 eV. As for the multiplicity: 5. For the total energy, the calculation gives -4417.60270 a.u. The frontier orbital gap (alpha / beta) comes out at 5.926 / 4.931 eV.